# 1
DFT (the ωB97M-V functional and the def2-TZVPD basis) results for a molecular structure, C33H39N2OS2Si.

Geometry (Å):
S: 3.57071 1.23445 -0.15181
S: 0.85247 -2.02377 -1.30286
Si: 0.70695 3.12203 -1.21689
O: -1.00314 3.04642 -1.34696
N: -2.00077 -0.77368 0.72784
N: -1.05887 -0.34432 -0.16768
C: 4.33898 0.18785 1.01938
C: -0.48914 -0.24059 2.54900
C: -3.22741 -3.80359 -1.00590
C: 1.29636 -3.87622 -3.10902
C: -4.17379 -1.97798 0.89190
C: -2.53557 0.79524 4.08326
C: 4.91789 0.77278 2.14637
C: 1.52300 3.31447 -2.86652
C: -0.56472 1.01546 -0.05515
C: -0.18918 0.41604 3.74045
C: 2.74662 -2.20040 -4.78491
C: 4.53691 -2.01107 2.01424
C: 5.20212 -0.05376 3.23306
C: -3.98328 2.53313 -1.01157
C: -2.89388 -1.81152 0.38825
C: 1.89965 0.85193 0.34977
C: -1.79173 -0.27134 2.03561
C: -1.22359 0.96316 4.51118
C: -1.62929 1.90970 -0.86102
C: 4.28394 -1.20748 0.88120
C: -2.87379 2.17780 -0.04091
C: -4.52143 -3.97117 -0.50130
C: -2.59330 3.23985 1.00567
C: -2.82691 0.26054 2.81897
C: 0.81584 1.22618 -0.63739
C: 2.67210 -3.55247 -5.08317
C: 2.15849 -1.65300 -3.64214
C: -4.95285 -3.05989 0.48504
C: 1.91362 -4.36753 -4.25262
C: 1.23657 4.20757 0.21232
C: 4.94396 -1.41055 3.20574
C: -2.44388 -2.73085 -0.57681
C: 1.37097 -2.48386 -2.80160
H: 3.30478 -1.53540 -5.42813
H: 2.52513 2.86979 -2.87811
H: 2.30302 4.05447 0.42711
H: 0.84250 0.46839 4.08825
H: 1.85108 -0.22920 0.46583
H: -2.85861 -4.49296 -1.76057
H: -3.36773 1.09564 4.73209
H: 5.01895 1.84605 2.16446
H: -1.92961 1.28360 -1.71137
H: 0.66365 4.02522 1.13662
H: 0.30309 -0.74319 1.98922
H: 5.63575 0.41075 4.13924
H: -3.76514 3.49924 -1.49206
H: 0.87200 -4.54439 -2.36182
H: -4.92511 2.66135 -0.45670
H: 4.40089 -3.07733 1.95315
H: -2.53139 4.21448 0.50581
H: 5.10981 -2.03982 4.10298
H: 0.95397 0.67467 -1.59229
H: -0.40213 -0.76379 -0.95015
H: -5.95331 -3.10013 0.87803
H: 3.21880 -3.97191 -5.91430
H: -1.63239 3.07724 1.50161
H: -5.10255 -4.85367 -0.77867
H: -3.83425 0.27318 2.39698
H: 1.73677 1.31954 1.34116
H: -4.16373 1.76342 -1.77422
H: -1.47139 -2.62122 -1.01793
H: -3.39405 3.28918 1.76039
H: 1.62274 4.35729 -3.22989
H: -0.57155 1.42692 0.96161
H: 1.13741 5.28310 -0.02184
H: 3.93169 -1.63556 -0.03295
H: 2.40870 -0.64208 -3.30525
H: -3.11960 1.23411 0.43937
H: 0.96857 2.83180 -3.68468
H: 1.81441 -5.41773 -4.46297
H: -4.59532 -1.20606 1.53018
H: -1.01647 1.46548 5.45676

Cartesian forces (eV/Å) of the 3 atoms listed first:
S 0.3 0.4 -1.2
S -0.6 0.7 3.0
Si -1.2 -2.1 1.0

The calculation puts the HOMO-LUMO gap (alpha / beta) at 7.19 / 4.86 eV. For the lowest unoccupied orbital energy (alpha / beta), the calculation gives 0.45 / -1.81 eV. As for the spin multiplicity: 2. The value obtained for the HOMO energy (alpha / beta) is -0.2477 / -0.2451 Ha. The calculation puts the calculated total energy at -69427.906 eV.

---

# 2
DFT (the ωB97M-V functional and the def2-TZVPD basis) results for 2 unconnected molecules or ions with the total composition CH2BrClO.

Geometry (Å):
Br: 2.96674 -0.32674 -1.07696
Cl: -2.64376 -0.14126 -0.14537
O: 0.59657 0.40489 0.15388
C: 1.54282 0.87064 -0.44984
H: 0.51676 -0.56782 0.44080
H: -2.97913 -0.23971 1.07748

Cartesian forces (eV/Å) of the 3 atoms listed first:
Br -0.2 -0.6 0.3
Cl 0.1 0.0 -0.2
O -2.6 -2.9 2.3

The value obtained for the energy above the lowest of the compared OMol25 structures with the same formula, charge and spin is 197.78 kJ/mol. The calculation puts the HOMO-LUMO gap at 9.20 eV. For the lowest unoccupied orbital energy, the calculation gives 0.27 eV. As for the spin multiplicity: 1. The value obtained for the HOMO energy is -0.3282 Ha. The calculation puts the calculated total energy at -85679.244 eV.

---

# 3
DFT (the ωB97M-V functional and the def2-TZVPD basis) results for C5H5N3 in the gas phase.

Geometry (Å):
N: -2.81508 -0.76288 -0.61470
N: 2.58227 -1.01404 -0.77679
N: 0.77952 2.09454 0.08796
C: -1.85687 -0.31324 0.04127
C: -0.40406 1.28529 -0.08328
C: 1.60056 -0.81202 0.02656
C: 0.38465 -1.03276 0.72920
C: -0.67218 0.00670 0.51454
H: 0.94277 2.93828 -0.33785
H: 0.76112 -1.24107 1.80127
H: -1.28609 1.90329 -0.41690
H: -0.12685 -1.95118 0.50541
H: 1.56944 1.32337 0.20305

Cartesian forces (eV/Å) of the 3 atoms listed first:
N 5.7 3.1 4.6
N -8.1 2.3 7.1
N -0.7 -8.1 1.6

Its SMILES is N#CC/C(C#N)=C\N. The value obtained for the energy above the lowest of the compared OMol25 structures with the same formula, charge and spin is 334.60 kJ/mol. The calculation puts the HOMO-LUMO gap at 8.87 eV. For the lowest unoccupied orbital energy, the calculation gives -0.05 eV. As for the spin multiplicity: 1. The value obtained for the HOMO energy is -0.3278 Ha. The calculation puts the calculated total energy at -9732.021 eV.

---

# 4
DFT (the ωB97M-V functional and the def2-TZVPD basis) results for a molecular structure, C6H16O2.

Geometry (Å):
O: 0.60245 -0.12501 2.18322
O: -0.99233 -2.37894 2.09858
C: -1.18579 1.37768 -0.10999
C: -0.70116 2.51090 0.76329
C: 1.02855 0.50531 -0.70778
C: -0.36919 1.04451 -1.26609
C: 0.14150 -1.74577 -1.61876
C: 1.28566 -1.02603 -0.94298
H: -0.09382 1.91050 -1.91001
H: 0.44981 -2.79832 -1.85324
H: 2.18896 -1.01035 -1.62692
H: -0.78311 0.21557 -1.90295
H: 1.52488 -1.56287 -0.00473
H: -0.35200 -1.63562 2.01153
H: -0.24256 -1.33689 -2.53037
H: -1.31577 -2.21283 3.00202
H: -1.47319 3.04249 1.33089
H: 0.15647 3.13128 0.48652
H: 0.67592 -0.19996 3.14266
H: 1.09453 0.60747 0.45097
H: -0.55748 1.32321 1.05861
H: -2.03201 0.87221 0.02253
H: -0.73384 -1.79121 -0.95492
H: 1.68351 1.28267 -1.12210

Cartesian forces (eV/Å) of the 3 atoms listed first:
O -0.6 0.4 -0.5
O -0.4 0.0 0.6
C 4.2 6.3 -0.9

The value obtained for the energy above the lowest of the compared OMol25 structures with the same formula, charge and spin is 576.48 kJ/mol. The calculation puts the HOMO-LUMO gap at 6.20 eV. For the lowest unoccupied orbital energy, the calculation gives -1.61 eV. As for the spin multiplicity: 1. The value obtained for the HOMO energy is -0.2873 Ha. The calculation puts the calculated total energy at -10570.566 eV.

---

# 5
DFT (the ωB97M-V functional and the def2-TZVPD basis) results for a molecular structure, C3H11N3.

Geometry (Å):
N: -1.01661 0.83990 0.29154
N: -1.62348 1.11043 -1.10399
N: 0.80932 0.19974 -1.30869
C: 1.41358 0.12674 1.10117
C: -0.08798 -1.60168 -0.01757
C: 0.47996 -0.19709 -0.04354
H: -0.81742 -1.71265 -0.81913
H: 1.36740 1.05110 -1.30143
H: 0.91581 -0.04076 2.05557
H: -0.58146 -1.79278 0.93398
H: -2.51378 0.61102 -1.06213
H: -0.36492 0.63487 -1.73860
H: 2.28825 -0.52115 1.05223
H: -1.01359 1.90047 0.10810
H: -1.71666 0.54959 0.96598
H: 1.74616 1.16422 1.05261
H: 0.71543 -2.32199 -0.16612

Cartesian forces (eV/Å) of the 3 atoms listed first:
N 0.1 2.1 -2.1
N 0.2 -1.1 0.1
N -1.5 0.8 -0.7

The value obtained for the energy above the lowest of the compared OMol25 structures with the same formula, charge and spin is 416.33 kJ/mol. The calculation puts the HOMO-LUMO gap at 8.97 eV. For the lowest unoccupied orbital energy, the calculation gives 0.86 eV. As for the spin multiplicity: 1. The value obtained for the HOMO energy is -0.2981 Ha. The calculation puts the calculated total energy at -7755.769 eV.

---

# 6
DFT (the ωB97M-V functional and the def2-TZVPD basis) results for CH3NOP2S in the gas phase.

Geometry (Å):
S: -1.23775 -0.01036 -1.04715
P: -1.66150 -0.55082 1.02241
P: 0.98157 0.94965 1.43536
O: -0.43491 0.17671 1.79294
N: 1.29642 0.91073 -0.10206
C: 0.64209 0.30579 -1.14161
H: 0.79548 0.84740 -1.96615
H: 0.86277 -0.77453 -1.14946
H: -1.24418 -1.85456 1.15572

Cartesian forces (eV/Å) of the 3 atoms listed first:
S -0.4 0.4 0.8
P -1.1 1.2 -1.5
P -0.1 -0.1 -1.4

Its SMILES is C1N=POPS1. The value obtained for the energy above the lowest of the compared OMol25 structures with the same formula, charge and spin is 72.07 kJ/mol. The calculation puts the HOMO-LUMO gap at 8.68 eV. For the lowest unoccupied orbital energy, the calculation gives -0.25 eV. As for the spin multiplicity: 1. The value obtained for the HOMO energy is -0.3279 Ha. The calculation puts the calculated total energy at -34035.788 eV.